Entry 1:
The following is a DFT calculation (ωB97M-V/def2-TZVPD) of a molecular structure, C8H9LuNO6 in a non-equilibrium geometry.

## Properties
Energy relative to the best compared isomer or geometry (same formula, charge and spin), kJ/mol: 0.0
Energy, a.u.: -2050.885975
Kohn-Sham gap, eV: 4.14

```
! RIJCOSX wB97M-V def2-TZVPD def2/J DEFGRID3
* xyz 3 1
Lu -0.031 0.162 -0.160
O 0.360 3.691 -0.031
C 0.321 2.564 -0.269
C -0.014 -2.249 -0.515
O 0.039 -3.398 -0.535
C 2.348 0.085 -0.467
O 3.498 0.005 -0.481
C -2.352 0.156 -0.833
O -3.494 0.226 -0.954
C 0.277 0.817 -5.334
H -0.627 1.438 -5.336
H 1.238 1.347 -5.318
C 0.213 -0.523 -5.391
H 1.119 -1.141 -5.423
H -0.746 -1.053 -5.441
N 0.076 -0.985 4.392
C -0.511 0.331 3.936
C -0.311 0.341 2.463
O -0.935 1.136 1.667
O 0.497 -0.540 1.974
H -0.591 -1.743 4.188
H 0.259 -1.018 5.397
H 0.941 -1.187 3.857
H -1.582 0.374 4.187
H 0.009 1.167 4.427
*
```

Löwdin atomic charge list, values in e, 4 entries: number 1, Lu, carries 1.5108; number 2, O, carries 0.2339; number 3, C, carries 0.0325; number 4, C, carries 0.0308


Entry 2:
The following is a DFT calculation (ωB97M-V/def2-TZVPD) of a single C8H9N molecule in a non-equilibrium geometry.

## Properties
Energy relative to the best compared isomer or geometry (same formula, charge and spin), kJ/mol: 415.1
Energy, a.u.: -364.821214
Kohn-Sham gap, eV: 8.56

```
! RIJCOSX wB97M-V def2-TZVPD def2/J DEFGRID3
* xyz 0 1
C -1.148 1.261 0.759
C 0.562 -0.979 -0.936
C -2.359 1.013 0.368
C 0.365 -2.030 -1.843
C 0.928 -0.967 0.520
C -0.169 1.077 1.605
C 0.700 1.101 -0.525
C 1.028 0.535 0.799
N 0.559 0.249 -1.473
H -2.921 0.180 0.468
H -2.798 1.704 -0.322
H 0.128 -1.813 -2.819
H 0.581 -3.129 -1.567
H 0.028 -1.362 1.142
H 1.910 -1.511 0.870
H -0.073 1.586 2.495
H 0.735 2.138 -0.715
H 1.944 0.947 1.173
*
```

Löwdin atomic charge list, values in e, 4 entries: number 1, C, carries -0.1285; number 2, C, carries -0.3981; number 3, C, carries 0.0509; number 4, C, carries 0.0840


Entry 3:
The following is a DFT calculation (ωB97M-V/def2-TZVPD) of a molecular structure, C8H9N in a non-equilibrium geometry.

## Properties
Energy relative to the best compared isomer or geometry (same formula, charge and spin), kJ/mol: 571.0
Energy, a.u.: -364.761838
Kohn-Sham gap (alpha / beta), eV: 6.96 / 6.89

```
! RIJCOSX wB97M-V def2-TZVPD def2/J DEFGRID3
* xyz 0 1
C -2.704 -1.128 0.048
C 0.452 0.316 -0.069
C -1.275 -1.760 -0.025
C -0.719 -0.510 0.055
C -2.139 0.091 0.015
C 1.751 0.076 -0.098
C -2.615 1.460 -0.167
C 4.075 -0.240 0.257
N 2.865 -0.125 -0.499
H -3.660 -1.433 -0.077
H 0.311 1.327 0.046
H -3.666 1.579 0.231
H -2.164 2.248 0.579
H -2.414 1.921 -1.125
H 4.691 0.301 -0.344
H 3.845 0.042 1.216
H 4.462 -1.350 0.178
H -1.099 -2.813 -0.221
*
```

Löwdin atomic charge list, values in e, 4 entries: number 1, C, carries -0.0005; number 2, C, carries -0.0442; number 3, C, carries 0.0106; number 4, C, carries -0.1851


Entry 4:
The following is a DFT calculation (ωB97M-V/def2-TZVPD) of a gas-phase ion, C8H9N2O3S (charge -1) in a non-equilibrium geometry.

## Properties
Energy relative to the best compared isomer or geometry (same formula, charge and spin), kJ/mol: 137.2
Energy, a.u.: -1043.473133
Kohn-Sham gap (alpha / beta), eV: 4.67 / 7.82

```
! RIJCOSX wB97M-V def2-TZVPD def2/J DEFGRID3
* xyz -1 3
C 5.655 -1.026 0.233
C 4.672 -1.508 1.118
C 5.107 -0.336 -0.832
C 3.489 -0.995 0.556
C 0.753 0.397 0.348
C -1.669 0.132 0.797
C -2.109 -2.452 0.112
C -3.240 -1.451 0.059
N -0.471 0.157 0.413
N 3.813 -0.290 -0.607
O -2.157 0.370 1.920
O 1.220 -1.523 -0.967
O -2.535 -0.241 -0.145
S 1.637 -1.263 0.488
H 6.761 -1.044 0.467
H 4.704 -2.118 2.060
H 5.651 0.016 -1.725
H -1.488 -2.185 0.904
H -2.363 -3.506 0.288
H -1.710 -2.307 -0.858
H -3.984 -1.309 0.984
H -3.861 -1.762 -0.836
H 3.005 -0.089 -1.157
*
```

Löwdin atomic charge list, values in e, 4 entries: number 1, C, carries -0.1677; number 2, C, carries -0.1049; number 3, C, carries -0.1721; number 4, C, carries -0.4055


Entry 5:
The following is a DFT calculation (ωB97M-V/def2-TZVPD) of a gas-phase ion, C8H9N2OS (charge +1) in a non-equilibrium geometry.

## Properties
Energy relative to the best compared isomer or geometry (same formula, charge and spin), kJ/mol: 166.6
Energy, a.u.: -892.829024
Kohn-Sham gap, eV: 9.28

```
! RIJCOSX wB97M-V def2-TZVPD def2/J DEFGRID3
* xyz 1 1
C 2.860 0.064 0.404
C 2.408 -1.171 -0.090
C 1.994 1.053 0.808
C 1.001 -1.308 -0.228
C 0.571 0.940 0.626
C 0.146 -0.294 0.109
C -1.477 2.114 -0.120
C -2.279 -1.611 -1.149
N -2.267 1.163 -0.499
N -0.337 2.005 0.682
O -2.038 -0.760 1.511
S -1.673 -0.560 0.136
H 3.894 0.251 0.697
H 2.932 -2.097 -0.168
H 2.336 1.959 1.252
H 0.642 -2.314 -0.341
H -1.616 3.210 -0.483
H -2.773 -1.107 -1.971
H -1.425 -2.195 -1.330
H -3.063 -2.240 -0.851
H 0.165 2.897 1.004
*
```

Löwdin atomic charge list, values in e, 4 entries: number 1, C, carries -0.0390; number 2, C, carries -0.0095; number 3, C, carries 0.0107; number 4, C, carries -0.0637


Entry 6:
The following is a DFT calculation (ωB97M-V/def2-TZVPD) of a single C8H9N3OS molecule in a non-equilibrium geometry.

## Properties
Energy, a.u.: -947.589503
Kohn-Sham gap (alpha / beta), eV: 6.67 / 6.87

```
! RIJCOSX wB97M-V def2-TZVPD def2/J DEFGRID3
* xyz 0 3
C 0.164 -2.698 0.084
C 0.948 -1.627 0.092
C -1.321 -2.743 0.142
C 0.768 -0.209 -0.272
C -0.407 0.326 -0.311
C -2.091 -1.661 -0.005
C -2.682 1.078 -0.202
C 2.081 0.471 -0.589
N -3.518 1.990 -0.024
N -1.297 1.297 -0.192
N -0.876 2.590 0.392
O -4.558 -0.681 0.495
S -3.424 -0.707 -0.476
H 0.542 -3.688 0.148
H 2.028 -1.946 0.216
H -1.883 -3.659 0.287
H 1.880 1.250 -1.230
H 2.475 0.775 0.353
H 3.020 -0.057 -1.147
H -4.443 1.772 0.428
H -1.017 2.609 1.475
H -1.548 3.256 0.049
*
```

Löwdin atomic charge list, values in e, 4 entries: number 1, C, carries -0.1050; number 2, C, carries -0.0697; number 3, C, carries -0.1253; number 4, C, carries -0.2704


Entry 7:
The following is a DFT calculation (ωB97M-V/def2-TZVPD) of a single C8H9N3S2 molecule in a non-equilibrium geometry.

## Properties
Energy relative to the best compared isomer or geometry (same formula, charge and spin), kJ/mol: 290.9
Energy, a.u.: -1270.719837
Kohn-Sham gap, eV: 8.03

```
! RIJCOSX wB97M-V def2-TZVPD def2/J DEFGRID3
* xyz 0 1
C 4.309 0.899 0.106
C 2.123 -0.697 -0.192
C -0.319 -1.685 0.104
C -1.404 -0.869 -0.226
C -1.059 0.524 -0.291
C -2.080 1.556 -0.394
C -3.394 0.944 -0.588
C -3.588 -0.420 -0.551
H 4.847 1.781 -0.591
H 4.978 0.249 0.801
H 3.439 1.405 0.825
H 0.150 -0.581 2.059
H -0.730 -2.749 0.248
H -0.002 0.717 0.110
H -2.137 2.597 -0.084
H -4.423 1.659 -0.417
H -4.781 -0.645 -0.556
N 1.656 -0.425 1.042
N 0.520 -1.197 1.277
N -2.610 -1.335 -0.546
S 3.404 0.054 -1.122
S 1.102 -1.784 -1.013
*
```

Löwdin atomic charge list, values in e, 4 entries: number 1, C, carries -0.4989; number 2, C, carries -0.9969; number 3, C, carries -0.5155; number 4, C, carries -0.3697


Entry 8:
The following is a DFT calculation (ωB97M-V/def2-TZVPD) of a gas-phase ion, C8H9N6O (charge +1) in a non-equilibrium geometry.

## Properties
Energy relative to the best compared isomer or geometry (same formula, charge and spin), kJ/mol: 228.3
Energy, a.u.: -713.631576
Kohn-Sham gap, eV: 7.52

```
! RIJCOSX wB97M-V def2-TZVPD def2/J DEFGRID3
* xyz 1 1
C -1.427 1.038 0.888
C -1.543 0.535 2.200
C 0.798 -1.798 0.709
C -0.445 0.270 0.185
C -0.033 -0.764 1.150
C -0.139 0.305 -1.119
C 1.202 -1.866 -0.748
C 1.015 -0.649 -1.656
N -2.055 2.121 0.554
N -2.377 1.165 3.037
N -2.966 2.604 1.414
N -3.036 2.133 2.560
N -0.798 -0.566 2.325
N 2.189 0.359 -1.892
O -0.535 1.295 -1.996
H 1.020 -2.572 1.491
H 2.231 -2.308 -0.700
H 0.575 -2.640 -1.170
H 0.797 -1.061 -2.778
H -1.029 -1.300 3.053
H 2.535 0.873 -1.062
H 1.892 0.916 -2.663
H 3.092 -0.060 -2.276
H -0.964 1.972 -1.508
*
```

Löwdin atomic charge list, values in e, 4 entries: number 1, C, carries -0.1746; number 2, C, carries -0.2377; number 3, C, carries -0.0054; number 4, C, carries -0.0606